Record 1
Formula: C31H37BF7O22P
Source: OMol25
Level of theory: the ωB97M-V functional and the def2-TZVPD basis

As for the frontier orbital gap: 8.61 eV. The LUMO energy is 0.144 eV. As for the structure (SMILES): CB(O)PCCCc1ccccc1.O=C1OC[C@@H](F)O1.O=C1OC[C@@H](F)O1.O=C1OC[C@@H](F)O1.O=C1OC[C@@H](F)O1.O=C1OC[C@@H](F)O1.O=C1OC[C@@H](F)O1.O=C1OC[C@@H](F)O1. The energy relative to the best compared isomer or geometry (same formula, charge and spin) comes out at 0.0 kcal per mole.

Last column: Mulliken charge in e.
Geometry (Å):
F -4.30 1.59 4.02  -0.344
C -3.76 3.79 3.31  -0.294
F 5.00 0.35 -5.11  -0.139
O 4.07 -6.54 -0.97  -0.528
C -0.53 2.41 4.32  0.548
H 1.82 1.85 -0.89  0.357
H 1.43 0.41 4.45  0.222
H -0.62 -7.14 0.48  0.286
C -2.21 -0.32 -1.65  -0.109
C 1.97 -1.51 -1.88  -0.426
C -8.32 6.97 3.97  0.308
F 0.40 -0.03 2.21  -0.142
H -0.99 2.27 -3.43  0.376
C 0.48 -1.46 -2.32  0.078
C -3.69 1.55 -1.53  -0.268
H 3.39 2.28 -0.22  0.383
H -8.69 5.32 2.60  0.290
H 4.97 2.86 -5.28  0.043
H -1.79 -5.88 -2.07  0.288
H 6.25 -3.42 -1.71  0.269
O -4.21 4.47 2.13  -0.355
O -5.67 3.94 0.51  -0.575
H -0.10 -1.73 -1.44  -0.188
C 6.15 -3.86 -0.72  -0.467
H 2.42 1.62 3.59  0.303
O -1.48 -3.38 0.77  -0.489
H -8.29 4.82 4.25  0.292
H 4.93 -3.46 1.07  0.223
H -2.73 4.03 3.52  0.208
H 2.54 -0.28 -4.12  0.002
C -1.39 -4.46 0.27  0.585
C -1.86 -6.21 -1.03  0.286
F -9.28 7.02 4.93  -0.293
F 0.34 -5.84 2.74  -0.204
C 4.50 2.09 -7.94  0.611
O -6.70 5.58 3.16  -0.153
O -0.23 -5.14 0.15  -0.092
H -0.10 -0.32 -4.03  0.386
C 2.93 -3.77 3.11  0.599
C 4.59 -5.49 -0.79  0.576
C 1.40 1.34 3.87  -0.353
O -1.34 3.09 4.86  -0.518
O 5.31 2.98 -7.32  -0.331
H 0.69 1.92 1.87  0.174
C 0.77 -3.73 3.74  -0.115
C -2.84 2.29 -2.36  -0.907
H -1.99 -1.33 -1.35  0.395
O 4.39 0.95 -7.20  -0.304
O 2.03 -3.03 3.78  -0.284
C 0.01 -0.15 -2.96  -0.095
O -2.42 -5.17 -0.25  -0.350
C -0.53 -6.44 -0.35  -0.515
F -2.66 -7.30 -0.97  -0.301
O 4.05 -3.43 2.86  -0.632
H 3.79 2.55 -3.28  0.284
C -6.12 6.57 3.89  0.558
O 3.93 -4.34 -0.50  -0.145
H 0.73 0.66 -2.85  -0.002
H 6.29 0.44 -6.62  0.183
H 1.45 -5.72 4.39  0.203
H -8.56 7.69 3.19  0.285
H 0.25 -6.79 -1.03  0.317
C 5.65 2.45 -6.03  -0.092
H 0.17 -3.35 2.91  0.045
H 0.33 -2.29 -3.02  0.320
C 0.47 1.24 2.69  0.261
H 2.27 -2.56 -1.89  0.446
O 5.93 -5.27 -0.84  -0.358
C 4.90 -3.41 -0.02  0.377
C 2.84 1.47 -0.71  -1.005
O 4.35 2.04 -2.69  -0.550
C -3.40 0.25 -1.19  -1.056
H 7.06 -3.66 -0.15  0.335
C -8.10 5.56 3.48  -0.514
H -3.07 3.32 -2.62  0.419
H -4.04 -0.33 -0.53  0.468
P 3.22 -0.63 -2.93  -0.336
H 0.23 -3.61 4.67  0.311
O 3.96 2.28 -8.97  -0.489
O -7.07 7.29 4.55  -0.338
C -1.67 1.70 -2.82  -0.314
O -5.09 2.42 2.07  -0.367
H 6.67 2.70 -5.76  0.287
C -1.33 0.39 -2.46  0.139
C -5.05 3.65 1.48  0.772
O -0.78 1.58 3.27  -0.212
H 2.75 0.64 -0.01  0.197
O -4.96 6.78 3.94  -0.464
H -4.37 4.09 4.16  0.178
F 4.53 -2.16 -0.39  -0.205
O 2.41 -4.96 2.74  -0.240
B 3.52 1.07 -2.09  0.490
C -3.97 2.35 2.94  0.607
H -4.58 2.05 -1.16  0.565
O 0.78 2.37 4.65  -0.353
C 1.22 -5.15 3.49  0.230
H 2.06 -1.20 -0.83  -0.024
H -3.14 1.88 2.42  0.263
C 5.42 0.97 -6.23  0.210

***

Record 2
Formula: C31H37BHfN8S2
Source: OMol25
Level of theory: the ωB97M-V functional and the def2-TZVPD basis

As for the frontier orbital gap: 7.90 eV. The LUMO energy is 0.419 eV. The energy relative to the best compared isomer or geometry (same formula, charge and spin) comes out at 20.8 kcal per mole.

Last column: Mulliken charge in e.
Geometry (Å):
H -4.82 -1.00 -1.64  0.494
S -2.62 0.65 -1.01  -0.512
C 4.49 -2.52 -1.18  -1.221
H 0.58 -4.57 2.19  0.478
C 1.83 1.30 2.37  -0.288
H -0.98 0.72 -3.12  0.628
H 1.61 3.32 -0.19  0.418
C -1.51 -2.60 0.69  -0.459
N 2.90 -2.11 0.30  0.320
H 3.55 -4.10 0.09  0.519
H 2.33 3.22 -1.80  0.352
H -1.71 1.86 6.41  0.438
H -4.01 -0.49 4.64  0.368
C 1.08 1.10 -2.62  -1.091
H -2.96 -4.31 -3.61  0.416
H -5.00 -3.20 -2.77  0.404
C -1.66 -2.76 -2.93  -0.432
H -1.95 -1.75 5.38  0.339
C -1.51 -0.81 5.71  -1.677
C -1.54 -1.54 -2.28  -0.191
N 1.97 -0.84 2.18  -0.422
C -0.69 3.32 -3.01  -0.683
C 3.66 -3.08 -0.23  -0.276
H 3.02 -1.27 3.94  0.474
H 1.73 -1.45 -1.70  -1.007
H 2.85 1.43 4.32  0.492
H 4.57 -0.35 -1.72  0.502
H -0.33 1.63 5.33  0.276
C -1.71 4.24 -3.21  -1.023
C -2.03 0.36 4.88  2.001
N -0.36 -1.94 0.62  1.089
N 0.57 -2.69 1.23  -0.100
N 3.19 -0.93 -0.26  -0.463
H 5.22 -3.00 -1.78  0.454
N 0.70 1.91 -1.46  0.432
C -3.94 -1.50 -2.01  -0.673
H -0.79 -3.26 -3.32  0.416
Hf -0.42 0.41 0.34  0.704
C 4.15 -1.16 -1.15  -0.088
H -0.43 -0.90 5.62  0.316
H 2.49 -3.01 2.30  -0.238
N -0.26 -0.92 -2.03  1.890
H -3.18 5.48 -2.28  0.400
H 1.35 1.72 -3.48  0.488
C -1.33 -3.82 1.33  -1.306
H -1.96 4.53 -4.22  0.414
H 1.97 0.53 -2.34  0.359
S -0.63 2.97 0.99  -0.429
C 2.49 0.85 3.50  -1.261
H -0.18 2.94 -3.89  0.365
C -0.35 2.88 -1.74  0.266
H -1.75 -0.66 6.76  0.425
H 0.58 -2.78 -1.58  0.745
H 2.63 1.92 -0.61  0.203
H -3.93 1.24 4.35  0.360
C -0.05 0.15 -3.02  -1.204
C -3.56 0.44 4.97  -1.729
H 1.56 2.31 2.11  0.360
C -2.38 4.77 -2.13  -0.700
C -1.04 3.43 -0.64  0.982
H -2.55 4.78 0.01  0.460
C -2.70 -0.90 -1.81  0.684
C 0.01 -3.83 1.66  -0.398
C 1.89 2.63 -0.99  -1.205
C -1.41 1.67 5.38  -1.532
C 0.84 -1.88 -2.13  -0.905
N 1.53 0.27 1.57  0.841
H 1.06 -2.15 -3.17  0.518
H -3.86 0.62 6.00  0.410
B 2.01 -2.23 1.54  0.211
C -2.90 -3.35 -3.11  -0.962
H -2.07 -4.56 1.54  0.492
C -1.36 0.15 2.29  0.158
C -4.04 -2.73 -2.64  -0.680
H -1.75 2.51 4.77  0.320
H 0.18 -0.29 -4.00  0.323
H -2.43 -2.19 0.30  0.506
C -1.64 0.21 3.47  -0.153
C 2.57 -0.52 3.33  -0.459
C -2.04 4.38 -0.85  -0.740

***

Record 3
Formula: C31H37CdN2O3PS4
Source: OMol25
Level of theory: the ωB97M-V functional and the def2-TZVPD basis

As for the frontier orbital gap: 8.50 eV. The LUMO energy is 0.359 eV. The energy relative to the best compared isomer or geometry (same formula, charge and spin) comes out at 33.0 kcal per mole.

Last column: Mulliken charge in e.
Geometry (Å):
H -1.28 -2.31 6.21  0.553
C 1.05 -2.50 1.91  -0.618
H 1.45 -0.49 1.02  -0.199
H 0.81 -2.46 4.75  0.208
H 1.21 1.74 0.17  0.106
C 5.80 -0.78 -4.35  0.747
H 0.06 -3.98 5.14  0.479
H 1.31 1.41 4.80  0.532
C -2.49 -1.14 0.25  0.103
H 2.00 -2.79 2.30  0.673
O 2.84 -1.77 -0.35  -0.808
H -6.21 3.76 -2.46  0.432
C 0.97 -1.01 1.83  1.175
C -0.68 3.92 2.75  -0.567
H 4.17 -0.13 -5.75  0.325
H -3.87 4.65 -2.86  0.465
C -3.21 -2.13 0.93  -0.637
C -1.46 3.27 1.80  -0.600
H -0.11 -0.08 6.07  0.504
N -2.18 0.11 0.81  -0.120
N -1.99 -1.36 -0.95  -0.253
C -0.79 2.47 0.87  0.796
C 4.43 -0.52 -4.79  -0.796
Cd -0.39 -0.02 -2.36  1.628
S 2.28 -1.18 -1.53  1.838
C 6.92 -0.37 -5.23  -1.181
H 1.05 -2.91 0.90  0.226
H 0.06 -0.24 -5.04  0.384
H -2.55 3.26 1.78  0.514
C 0.59 2.43 0.85  -0.057
C 3.62 -1.25 -2.66  -0.200
C -2.93 3.18 -1.67  -0.443
C 0.69 0.75 4.19  0.243
C -0.46 0.32 5.13  -1.005
S -0.29 -3.30 2.78  -0.092
H -2.45 0.29 1.77  0.315
H -3.00 -4.50 -1.64  0.389
C 3.38 -0.79 -3.92  -0.596
H -6.48 1.91 -1.07  0.422
C -4.39 1.67 -0.61  -0.213
H 2.40 -0.63 -4.29  0.465
H 7.64 -1.25 -5.23  0.323
H 1.22 4.43 3.49  0.494
H -1.97 3.61 -2.03  0.337
C -5.48 2.28 -1.21  -0.660
H 2.43 2.89 1.80  0.338
H 6.97 -1.46 -2.69  0.378
H -3.57 -1.85 1.93  0.390
S -1.75 -0.74 4.44  -0.088
C -3.39 -3.31 0.20  -0.427
H -2.17 -3.01 4.86  0.346
C -0.82 0.24 -4.59  -1.370
H -4.04 -4.04 0.70  0.417
C -2.18 -2.50 -1.63  -0.147
H -0.91 1.30 -4.79  0.350
H -0.93 1.28 5.46  0.420
C 5.96 -1.31 -3.04  -0.622
C 0.70 3.86 2.77  -0.662
C -5.32 3.37 -2.04  -0.526
H -4.62 0.86 0.04  0.375
O 1.81 0.19 -1.39  -0.984
H 7.49 0.45 -4.78  0.284
C -1.34 -2.34 5.17  -0.843
C -0.11 -3.03 4.59  -0.631
H -1.15 4.63 3.50  0.278
H -0.03 -0.75 1.97  -0.938
H 6.57 -0.22 -6.26  0.328
S 1.88 -0.23 3.29  -0.327
C -4.04 3.85 -2.22  -0.727
P -1.62 1.28 -0.23  0.488
C 1.34 3.10 1.82  -0.523
C 4.91 -1.51 -2.21  -0.330
H -1.85 -2.52 -2.65  0.354
C -2.94 -3.54 -1.10  -0.993
H 4.92 -1.71 -1.13  0.438
H -1.78 -0.33 -4.71  0.344
O 1.24 -2.02 -2.15  -0.910
C -3.11 2.10 -0.84  0.403
H 0.19 1.42 3.39  -0.512

***

Please write out number 2 again, unchanged.
Formula: C31H37BHfN8S2
Source: OMol25
Level of theory: the ωB97M-V functional and the def2-TZVPD basis

As for the frontier orbital gap: 7.90 eV. The LUMO energy is 0.419 eV. The energy relative to the best compared isomer or geometry (same formula, charge and spin) comes out at 20.8 kcal per mole.

Last column: Mulliken charge in e.
Geometry (Å):
H -4.82 -1.00 -1.64  0.494
S -2.62 0.65 -1.01  -0.512
C 4.49 -2.52 -1.18  -1.221
H 0.58 -4.57 2.19  0.478
C 1.83 1.30 2.37  -0.288
H -0.98 0.72 -3.12  0.628
H 1.61 3.32 -0.19  0.418
C -1.51 -2.60 0.69  -0.459
N 2.90 -2.11 0.30  0.320
H 3.55 -4.10 0.09  0.519
H 2.33 3.22 -1.80  0.352
H -1.71 1.86 6.41  0.438
H -4.01 -0.49 4.64  0.368
C 1.08 1.10 -2.62  -1.091
H -2.96 -4.31 -3.61  0.416
H -5.00 -3.20 -2.77  0.404
C -1.66 -2.76 -2.93  -0.432
H -1.95 -1.75 5.38  0.339
C -1.51 -0.81 5.71  -1.677
C -1.54 -1.54 -2.28  -0.191
N 1.97 -0.84 2.18  -0.422
C -0.69 3.32 -3.01  -0.683
C 3.66 -3.08 -0.23  -0.276
H 3.02 -1.27 3.94  0.474
H 1.73 -1.45 -1.70  -1.007
H 2.85 1.43 4.32  0.492
H 4.57 -0.35 -1.72  0.502
H -0.33 1.63 5.33  0.276
C -1.71 4.24 -3.21  -1.023
C -2.03 0.36 4.88  2.001
N -0.36 -1.94 0.62  1.089
N 0.57 -2.69 1.23  -0.100
N 3.19 -0.93 -0.26  -0.463
H 5.22 -3.00 -1.78  0.454
N 0.70 1.91 -1.46  0.432
C -3.94 -1.50 -2.01  -0.673
H -0.79 -3.26 -3.32  0.416
Hf -0.42 0.41 0.34  0.704
C 4.15 -1.16 -1.15  -0.088
H -0.43 -0.90 5.62  0.316
H 2.49 -3.01 2.30  -0.238
N -0.26 -0.92 -2.03  1.890
H -3.18 5.48 -2.28  0.400
H 1.35 1.72 -3.48  0.488
C -1.33 -3.82 1.33  -1.306
H -1.96 4.53 -4.22  0.414
H 1.97 0.53 -2.34  0.359
S -0.63 2.97 0.99  -0.429
C 2.49 0.85 3.50  -1.261
H -0.18 2.94 -3.89  0.365
C -0.35 2.88 -1.74  0.266
H -1.75 -0.66 6.76  0.425
H 0.58 -2.78 -1.58  0.745
H 2.63 1.92 -0.61  0.203
H -3.93 1.24 4.35  0.360
C -0.05 0.15 -3.02  -1.204
C -3.56 0.44 4.97  -1.729
H 1.56 2.31 2.11  0.360
C -2.38 4.77 -2.13  -0.700
C -1.04 3.43 -0.64  0.982
H -2.55 4.78 0.01  0.460
C -2.70 -0.90 -1.81  0.684
C 0.01 -3.83 1.66  -0.398
C 1.89 2.63 -0.99  -1.205
C -1.41 1.67 5.38  -1.532
C 0.84 -1.88 -2.13  -0.905
N 1.53 0.27 1.57  0.841
H 1.06 -2.15 -3.17  0.518
H -3.86 0.62 6.00  0.410
B 2.01 -2.23 1.54  0.211
C -2.90 -3.35 -3.11  -0.962
H -2.07 -4.56 1.54  0.492
C -1.36 0.15 2.29  0.158
C -4.04 -2.73 -2.64  -0.680
H -1.75 2.51 4.77  0.320
H 0.18 -0.29 -4.00  0.323
H -2.43 -2.19 0.30  0.506
C -1.64 0.21 3.47  -0.153
C 2.57 -0.52 3.33  -0.459
C -2.04 4.38 -0.85  -0.740

***

What is the formula in the third record?
C31H37CdN2O3PS4

***

Which of these has the highest LUMO energy?
C31H37BHfN8S2

***

The lowest energy relative to the best compared isomer or geometry (same formula, charge and spin) belongs to which entry?
C31H37BF7O22P